Computed, not measured: C49H42IrN3O3PS2 as an isolated structure, with ωB97M-V/def2-TZVPD.

Atoms and positions in Å:
Ir (-0.346, -0.748, -0.031)
C (1.005, -1.480, -4.884)
O (1.926, -1.604, -3.813)
C (3.093, -2.257, -4.023)
C (3.450, -2.877, -5.212)
C (4.676, -3.526, -5.314)
C (5.543, -3.573, -4.236)
C (5.177, -2.965, -3.040)
C (3.968, -2.303, -2.925)
N (3.625, -1.633, -1.716)
C (2.342, -1.713, -1.223)
N (1.834, -2.963, -1.254)
C (0.507, -3.421, -1.244)
C (-0.591, -2.673, -0.808)
C (-1.846, -3.294, -0.877)
C (-2.009, -4.594, -1.322)
C (-0.901, -5.325, -1.732)
C (0.347, -4.736, -1.700)
O (1.478, -5.440, -2.073)
C (1.711, -5.515, -3.482)
N (1.720, -0.683, -0.733)
C (2.335, 0.595, -0.802)
C (2.427, 1.289, -2.000)
C (2.970, 2.566, -2.033)
C (3.411, 3.145, -0.855)
C (3.307, 2.471, 0.353)
C (2.763, 1.191, 0.393)
O (2.599, 0.452, 1.511)
C (2.673, 1.123, 2.759)
H (0.194, -0.865, -4.505)
H (0.611, -2.456, -5.180)
H (1.465, -0.993, -5.746)
H (2.783, -2.854, -6.061)
H (4.945, -4.002, -6.248)
H (6.493, -4.081, -4.317)
H (5.829, -2.998, -2.177)
H (4.074, -0.741, -1.562)
H (2.491, -3.684, -1.518)
H (-2.719, -2.736, -0.559)
H (-2.992, -5.047, -1.342)
H (-0.989, -6.350, -2.070)
H (1.543, -6.536, -3.828)
H (2.745, -5.232, -3.682)
H (1.045, -4.840, -4.023)
H (2.050, 0.814, -2.897)
H (3.030, 3.105, -2.969)
H (3.828, 4.145, -0.867)
H (3.624, 2.954, 1.266)
H (2.396, 0.390, 3.512)
H (1.968, 1.956, 2.789)
H (3.685, 1.486, 2.959)
C (-0.584, -0.401, 1.931)
C (-0.825, -0.213, 3.113)
C (-1.180, 0.007, 4.459)
C (-2.407, 0.748, 4.701)
C (-2.890, 1.632, 3.720)
C (-4.072, 2.324, 3.912)
C (-4.810, 2.147, 5.076)
C (-4.356, 1.262, 6.046)
C (-3.172, 0.570, 5.865)
C (-0.289, -0.469, 5.499)
C (-0.231, 0.130, 6.770)
C (0.664, -0.318, 7.725)
C (1.526, -1.372, 7.448)
C (1.490, -1.969, 6.193)
C (0.603, -1.524, 5.231)
H (-2.316, 1.774, 2.812)
H (-4.418, 3.007, 3.146)
H (-5.737, 2.686, 5.222)
H (-4.937, 1.100, 6.946)
H (-2.848, -0.143, 6.612)
H (-0.871, 0.973, 6.990)
H (0.698, 0.168, 8.692)
H (2.224, -1.718, 8.198)
H (2.158, -2.789, 5.965)
H (0.577, -1.990, 4.254)
S (-0.131, 2.956, 0.463)
P (-1.468, 2.447, -0.852)
S (-1.207, 0.583, -1.774)
C (-3.151, 2.443, -0.164)
C (-3.754, 3.676, 0.079)
C (-4.992, 3.733, 0.696)
C (-5.630, 2.560, 1.083)
C (-5.027, 1.334, 0.851)
C (-3.789, 1.272, 0.225)
C (-1.568, 3.568, -2.277)
C (-2.599, 3.421, -3.202)
C (-2.657, 4.250, -4.310)
C (-1.683, 5.224, -4.499)
C (-0.656, 5.368, -3.579)
C (-0.596, 4.541, -2.465)
H (-3.248, 4.590, -0.210)
H (-5.459, 4.692, 0.878)
H (-6.596, 2.606, 1.569)
H (-5.517, 0.419, 1.159)
H (-3.316, 0.315, 0.048)
H (-3.357, 2.661, -3.051)
H (-3.461, 4.139, -5.026)
H (-1.731, 5.872, -5.365)
H (0.101, 6.128, -3.725)
H (0.200, 4.637, -1.737)

Its highest occupied orbital energy (alpha / beta) is -5.877 / -7.930 eV. As for the energy above the lowest of the compared OMol25 structures with the same formula, charge and spin: 0.256 eV. The total charge is 0. Its spin multiplicity is 6. The LUMO energy (alpha / beta) is 0.477 / -1.917 eV. Its HOMO-LUMO gap (alpha / beta) is 6.353 / 6.013 eV. For the molar mass, the calculation gives 1008.2 g/mol.

Mulliken population analysis, charges in e, atoms 1 to 99: atom 1 (Ir): 1.8833, atom 2 (C): -1.0744, atom 3 (O): 0.2475, atom 4 (C): 1.1174, atom 5 (C): -0.8926, atom 6 (C): -0.7376, atom 7 (C): -0.7303, atom 8 (C): -0.4677, atom 9 (C): -0.1583, atom 10 (N): -0.0638, atom 11 (C): 0.0841, atom 12 (N): 0.1238, atom 13 (C): 0.8196, atom 14 (C): -1.0290, atom 15 (C): -0.8419, atom 16 (C): -0.9598, atom 17 (C): -0.3930, atom 18 (C): 0.7744, atom 19 (O): -0.6009, atom 20 (C): -0.5766, atom 21 (N): -0.1069, atom 22 (C): -0.7111, atom 23 (C): 0.1537, atom 24 (C): -0.9528, atom 25 (C): -0.7719, atom 26 (C): -0.3783, atom 27 (C): 0.6270, atom 28 (O): -0.3642, atom 29 (C): -0.8050, atom 30 (H): 0.1876, atom 31 (H): 0.3585, atom 32 (H): 0.4367, atom 33 (H): 0.4549, atom 34 (H): 0.4059, atom 35 (H): 0.4005, atom 36 (H): 0.4904, atom 37 (H): 0.4902, atom 38 (H): 0.3650, atom 39 (H): 0.4172, atom 40 (H): 0.4079, atom 41 (H): 0.4288, atom 42 (H): 0.3589, atom 43 (H): 0.1126, atom 44 (H): 0.2657, atom 45 (H): 0.4494, atom 46 (H): 0.4473, atom 47 (H): 0.3816, atom 48 (H): 0.3812, atom 49 (H): 0.1160, atom 50 (H): 0.3522, atom 51 (H): 0.3999, atom 52 (C): 0.0244, atom 53 (C): -0.2967, atom 54 (C): -0.3200, atom 55 (C): 0.3871, atom 56 (C): -0.6691, atom 57 (C): -0.4424, atom 58 (C): -0.6739, atom 59 (C): -0.7338, atom 60 (C): -0.3201, atom 61 (C): 0.5575, atom 62 (C): -0.4745, atom 63 (C): -0.7224, atom 64 (C): -0.4444, atom 65 (C): -0.6283, atom 66 (C): -0.4843, atom 67 (H): 0.5644, atom 68 (H): 0.5895, atom 69 (H): 0.4127, atom 70 (H): 0.3764, atom 71 (H): 0.6112, atom 72 (H): 0.5621, atom 73 (H): 0.3924, atom 74 (H): 0.3813, atom 75 (H): 0.3993, atom 76 (H): 0.4947, atom 77 (S): -0.3560, atom 78 (P): 1.4054, atom 79 (S): -0.6732, atom 80 (C): 0.0684, atom 81 (C): -0.5960, atom 82 (C): -0.4731, atom 83 (C): -0.6559, atom 84 (C): -0.4333, atom 85 (C): -0.2691, atom 86 (C): 0.0406, atom 87 (C): -0.5135, atom 88 (C): -0.6956, atom 89 (C): -0.4180, atom 90 (C): -0.6023, atom 91 (C): -0.3908, atom 92 (H): 0.4198, atom 93 (H): 0.4004, atom 94 (H): 0.3355, atom 95 (H): 0.4122, atom 96 (H): 0.2453, atom 97 (H): 0.3730, atom 98 (H): 0.4061, atom 99 (H): 0.3868